Entry 1:
{"formula": "C46H89BN7O9Si", "method": "wB97M-V/def2-TZVPD", "species": ["C", "C", "C", "O", "C", "C", "C", "C", "C", "C", "C", "O", "C", "B", "C", "O", "N", "C", "C", "C", "C", "C", "C", "C", "C", "Si", "C", "C", "C", "C", "C", "C", "C", "C", "H", "H", "H", "H", "H", "H", "H", "H", "H", "H", "H", "H", "H", "H", "H", "H", "H", "H", "H", "H", "H", "H", "H", "H", "H", "H", "H", "H", "H", "H", "H", "H", "H", "H", "H", "H", "H", "H", "H", "H", "H", "H", "H", "H", "H", "H", "H", "C", "C", "O", "N", "C", "H", "H", "H", "H", "H", "H", "H", "C", "C", "O", "N", "C", "H", "H", "H", "H", "H", "H", "H", "C", "C", "O", "N", "C", "H", "H", "H", "H", "H", "H", "H", "C", "C", "O", "N", "C", "H", "H", "H", "H", "H", "H", "H", "C", "C", "O", "N", "C", "H", "H", "H", "H", "H", "H", "H", "C", "C", "O", "N", "C", "H", "H", "H", "H", "H", "H", "H"], "xyz": [[3.89, -1.96, 5.85], [2.94, -2.82, 4.89], [1.45, -2.32, 5.19], [1.51, -0.89, 5.30], [0.58, -0.23, 4.45], [0.83, -0.49, 2.91], [-0.17, -1.35, 2.26], [-0.09, -1.68, 0.82], [1.06, -1.05, 0.11], [1.15, -1.35, -1.43], [0.31, -0.28, -2.27], [-0.12, 0.84, -1.45], [2.02, -0.21, 0.84], [3.23, 0.42, -0.07], [2.91, 1.49, -1.27], [4.57, 0.06, 0.22], [1.91, 0.05, 2.21], [2.89, 0.86, 2.96], [2.47, 2.40, 3.11], [1.53, 2.93, 1.96], [-0.02, 2.54, 2.15], [-0.96, 3.82, 2.03], [-2.27, 3.71, 2.94], [-3.53, 3.53, 1.99], [-4.65, 2.67, 2.74], [-5.18, 1.16, 1.71], [-3.66, -0.01, 1.58], [-5.72, 1.73, -0.05], [-6.69, 0.23, 2.44], [-7.49, 0.68, 3.59], [-8.65, -0.14, 4.02], [-9.04, -1.38, 3.33], [-8.21, -1.84, 2.20], [-7.05, -1.05, 1.76], [3.40, -1.88, 6.86], [4.08, -0.93, 5.47], [4.88, -2.46, 6.03], [3.26, -2.54, 3.84], [3.08, -3.91, 5.10], [0.70, -2.70, 4.45], [1.18, -2.78, 6.19], [0.68, 0.87, 4.62], [-0.48, -0.50, 4.71], [-1.02, -1.80, 2.83], [-0.84, -2.33, 0.30], [0.61, -2.33, -1.58], [2.19, -1.51, -1.80], [-0.64, -0.75, -2.65], [0.85, 0.11, -3.17], [-0.09, 1.64, -2.01], [3.82, 2.12, -1.48], [2.71, 0.93, -2.24], [1.99, 2.10, -1.05], [4.54, -0.92, 0.30], [3.01, 0.48, 4.01], [3.93, 0.85, 2.55], [1.97, 2.52, 4.12], [3.41, 3.01, 3.14], [1.88, 2.70, 0.93], [1.55, 4.06, 2.05], [-0.21, 2.02, 3.13], [-0.24, 1.86, 1.27], [-1.19, 4.02, 0.94], [-0.42, 4.76, 2.37], [-2.36, 4.66, 3.54], [-2.13, 2.87, 3.67], [-3.19, 3.06, 1.02], [-3.92, 4.56, 1.77], [-4.33, 2.37, 3.78], [-5.54, 3.36, 2.85], [-2.78, 0.60, 1.26], [-3.43, -0.49, 2.57], [-3.90, -0.78, 0.79], [-5.96, 2.82, -0.02], [-6.67, 1.17, -0.30], [-4.94, 1.44, -0.81], [-7.22, 1.62, 4.12], [-9.30, 0.18, 4.87], [-9.91, -2.01, 3.64], [-8.45, -2.78, 1.67], [-6.45, -1.41, 0.89], [-8.69, 5.99, -0.72], [-8.67, 4.66, -0.03], [-7.97, 3.73, -0.42], [-9.45, 4.50, 1.07], [-10.33, 5.47, 1.69], [-8.02, 5.97, -1.58], [-9.70, 6.21, -1.08], [-8.36, 6.78, -0.04], [-9.38, 3.58, 1.48], [-10.01, 5.62, 2.72], [-11.34, 5.05, 1.69], [-10.33, 6.42, 1.17], [5.58, 1.71, -5.61], [5.60, 0.20, -5.56], [5.34, -0.49, -6.53], [5.92, -0.39, -4.37], [6.26, 0.26, -3.11], [5.31, 2.03, -6.62], [4.84, 2.10, -4.91], [6.57, 2.11, -5.38], [5.92, -1.39, -4.41], [7.26, -0.07, -2.82], [5.54, -0.07, -2.36], [6.24, 1.34, -3.18], [-13.52, 4.63, -2.58], [-13.21, 5.40, -1.32], [-12.12, 5.92, -1.13], [-14.19, 5.52, -0.39], [-15.54, 4.98, -0.44], [-12.64, 4.63, -3.22], [-13.77, 3.60, -2.33], [-14.34, 5.10, -3.12], [-13.91, 6.05, 0.42], [-16.24, 5.81, -0.36], [-15.68, 4.32, 0.42], [-15.73, 4.43, -1.36], [3.92, -5.10, 0.48], [4.65, -3.84, 0.81], [4.14, -2.72, 0.66], [5.92, -3.94, 1.27], [6.69, -5.15, 1.50], [2.92, -4.86, 0.12], [4.44, -5.65, -0.30], [3.82, -5.72, 1.37], [6.35, -3.05, 1.47], [6.97, -5.17, 2.55], [7.59, -5.10, 0.89], [6.13, -6.05, 1.26], [9.79, -2.25, -9.69], [10.12, -1.51, -8.42], [11.23, -1.03, -8.22], [9.14, -1.37, -7.49], [7.77, -1.86, -7.55], [10.67, -2.28, -10.33], [9.50, -3.28, -9.46], [8.99, -1.75, -10.23], [9.43, -0.86, -6.67], [7.10, -1.01, -7.47], [7.61, -2.53, -6.70], [7.56, -2.39, -8.48], [8.65, -8.00, -1.41], [9.39, -6.74, -1.08], [8.89, -5.63, -1.21], [10.67, -6.85, -0.62], [11.43, -8.06, -0.39], [7.65, -7.75, -1.77], [9.17, -8.55, -2.20], [8.56, -8.63, -0.52], [11.10, -5.96, -0.42], [11.72, -8.09, 0.66], [12.34, -8.02, -1.01], [10.87, -8.95, -0.64]], "mulliken_charge": [-0.99, 0.04, -0.30, -0.34, -1.58, 0.89, -0.61, -1.15, 0.63, -1.39, -0.66, -0.45, 0.85, 0.59, -0.75, -0.62, 1.04, -0.69, -0.82, -0.53, 1.10, -0.82, -0.74, -0.71, -0.70, 0.27, -0.62, -1.03, 0.42, -0.23, -0.49, -0.46, -0.47, -0.41, 0.25, 0.22, 0.36, -0.20, 0.41, 0.19, 0.40, 0.21, 0.58, 0.56, 0.47, 0.56, 0.17, 0.32, 0.44, 0.32, 0.31, 0.12, 0.09, 0.37, -0.06, 0.58, 0.33, 0.41, -0.31, 0.71, -0.56, -0.34, 0.38, 0.45, 0.35, 0.33, 0.36, 0.27, 0.51, 0.38, -0.14, 0.22, 0.34, 0.27, 0.35, 0.40, 0.33, 0.31, 0.34, 0.33, 0.20, -1.20, 0.79, -0.64, -0.09, -0.84, 0.30, 0.27, 0.38, 0.18, 0.32, 0.23, 0.33, -1.31, 0.82, -0.70, -0.05, -0.63, 0.32, 0.34, 0.36, 0.22, 0.31, 0.04, 0.30, -1.33, 0.77, -0.61, -0.16, -0.87, 0.28, 0.37, 0.38, 0.23, 0.29, 0.29, 0.33, -1.45, 0.67, -0.56, -0.12, -0.94, 0.24, 0.37, 0.41, 0.20, 0.30, 0.31, 0.35, -1.16, 0.72, -0.65, -0.13, -0.61, 0.29, 0.32, 0.34, 0.19, 0.18, 0.18, 0.32, -1.29, 0.80, -0.68, -0.17, -0.83, 0.27, 0.41, 0.36, 0.23, 0.28, 0.29, 0.32], "lumo_energy_ha": -0.1247, "e_tot_ha": -3180.7554, "homo_energy_ev": -10.0962, "total_charge": 1, "gap_ev": 6.704}

***

Entry 2:
{"formula": "C46H90F12N12O28S12", "method": "wB97M-V/def2-TZVPD", "species": ["C", "C", "C", "C", "C", "C", "N", "O", "C", "C", "C", "H", "H", "H", "H", "H", "H", "H", "H", "H", "H", "H", "H", "H", "H", "H", "H", "H", "H", "C", "C", "C", "C", "C", "C", "N", "O", "C", "C", "C", "H", "H", "H", "H", "H", "H", "H", "H", "H", "H", "H", "H", "H", "H", "H", "H", "H", "H", "C", "C", "N", "C", "C", "C", "C", "C", "O", "C", "H", "H", "H", "H", "H", "H", "H", "H", "H", "H", "H", "H", "H", "H", "H", "H", "H", "H", "H", "H", "C", "C", "N", "C", "C", "C", "C", "C", "O", "C", "H", "H", "H", "H", "H", "H", "H", "H", "H", "H", "H", "H", "H", "H", "H", "H", "H", "H", "H", "H", "C", "N", "C", "C", "C", "C", "C", "C", "C", "C", "N", "C", "C", "C", "H", "H", "H", "H", "H", "H", "H", "H", "H", "H", "H", "H", "H", "H", "N", "S", "O", "O", "F", "S", "O", "O", "F", "N", "S", "O", "O", "F", "S", "O", "O", "F", "N", "S", "O", "O", "F", "S", "O", "O", "F", "N", "S", "O", "O", "F", "S", "O", "O", "F", "N", "S", "O", "O", "F", "S", "O", "O", "F", "N", "S", "O", "O", "F", "S", "O", "O", "F"], "xyz": [[1.82, 5.74, -1.32], [1.87, 5.39, -2.79], [3.30, 5.07, -3.28], [3.76, 3.59, -3.16], [2.64, 2.68, -3.59], [1.27, 2.81, -2.92], [0.90, 4.23, -3.01], [-0.20, 4.52, -3.39], [1.45, 2.56, -1.43], [0.21, 1.93, -3.57], [1.36, 6.54, -3.68], [2.53, 5.34, -0.64], [0.81, 5.52, -1.02], [1.93, 6.78, -1.25], [3.91, 5.78, -2.71], [3.31, 5.45, -4.27], [4.10, 3.36, -2.15], [4.60, 3.43, -3.81], [2.89, 1.58, -3.52], [2.58, 2.84, -4.71], [1.91, 1.55, -1.41], [0.47, 2.55, -0.91], [2.15, 3.21, -0.87], [-0.78, 2.19, -3.20], [0.43, 0.87, -3.33], [0.20, 1.99, -4.61], [0.45, 6.85, -3.32], [1.37, 6.22, -4.72], [2.17, 7.25, -3.59], [-6.66, 0.03, 3.59], [-5.54, -0.58, 4.41], [-5.50, -2.17, 4.16], [-5.09, -2.50, 2.77], [-3.74, -1.98, 2.24], [-3.63, -0.44, 2.45], [-4.21, 0.00, 3.81], [-3.86, 1.01, 4.24], [-4.46, 0.25, 1.46], [-2.15, -0.14, 2.46], [-5.64, -0.21, 5.84], [-6.77, -0.42, 2.62], [-6.48, 1.06, 3.32], [-7.61, -0.23, 4.16], [-6.48, -2.51, 4.44], [-4.70, -2.52, 4.86], [-5.87, -2.16, 2.05], [-4.99, -3.58, 2.58], [-3.70, -2.28, 1.18], [-2.82, -2.46, 2.68], [-3.84, 0.33, 0.53], [-4.75, 1.32, 1.64], [-5.35, -0.21, 1.12], [-1.76, -0.26, 1.48], [-1.59, -0.88, 3.05], [-2.01, 0.90, 2.71], [-6.17, -0.93, 6.42], [-6.25, 0.70, 5.94], [-4.68, -0.11, 6.32], [-1.05, 5.98, 5.79], [0.24, 5.11, 5.36], [0.42, 3.93, 6.30], [0.01, 4.36, 7.65], [-0.44, 2.79, 5.82], [-0.22, 1.52, 6.63], [1.94, 3.55, 6.41], [2.52, 3.23, 5.07], [2.33, 1.88, 4.86], [3.24, 1.39, 3.81], [-1.89, 5.29, 5.77], [-1.25, 6.63, 4.95], [-0.96, 6.50, 6.69], [1.08, 5.72, 5.53], [0.15, 4.80, 4.40], [0.16, 3.55, 8.36], [-1.05, 4.51, 7.56], [0.56, 5.25, 7.95], [-0.09, 2.47, 4.82], [-1.44, 3.15, 5.84], [0.73, 1.03, 6.37], [-0.92, 0.77, 6.26], [-0.42, 1.51, 7.69], [2.03, 2.79, 7.18], [2.45, 4.41, 6.82], [3.55, 3.50, 5.12], [2.08, 3.85, 4.24], [3.24, 0.29, 3.77], [4.34, 1.63, 3.94], [2.92, 1.80, 2.85], [1.97, -2.88, 1.58], [2.81, -3.44, 0.45], [4.26, -3.80, 0.98], [4.85, -2.73, 1.74], [4.24, -5.01, 1.87], [5.67, -5.46, 2.16], [5.13, -3.97, -0.25], [4.68, -5.22, -1.10], [5.13, -6.48, -0.66], [4.67, -7.48, -1.56], [1.10, -2.59, 1.02], [2.41, -2.04, 2.02], [1.74, -3.69, 2.33], [3.02, -2.67, -0.27], [2.54, -4.39, 0.03], [5.88, -2.84, 1.92], [4.42, -2.60, 2.70], [4.84, -1.83, 1.16], [3.69, -5.81, 1.38], [3.65, -4.78, 2.73], [6.26, -4.67, 2.65], [6.23, -5.79, 1.26], [5.54, -6.33, 2.83], [6.15, -4.06, 0.18], [4.96, -3.04, -0.79], [5.11, -4.97, -2.07], [3.58, -5.21, -1.21], [3.60, -7.53, -1.72], [4.94, -8.42, -1.11], [5.29, -7.43, -2.49], [-4.31, 2.35, -3.45], [-3.53, 1.32, -4.10], [-3.42, 0.21, -3.35], [-2.61, -0.82, -3.74], [-1.93, -0.71, -4.97], [-2.04, 0.46, -5.68], [-2.89, 1.47, -5.26], [-1.16, -1.96, -5.40], [-1.73, -3.20, -5.04], [-0.96, -4.34, -5.11], [0.33, -4.23, -5.58], [0.83, -3.07, -6.00], [0.10, -1.93, -6.02], [1.08, -5.44, -5.91], [-3.98, 3.29, -3.82], [-4.18, 2.39, -2.36], [-5.40, 2.16, -3.63], [-3.99, 0.18, -2.47], [-2.54, -1.65, -3.08], [-1.57, 0.58, -6.67], [-3.03, 2.39, -5.74], [-2.67, -3.21, -4.52], [-1.23, -5.29, -4.68], [1.84, -3.12, -6.38], [0.55, -1.02, -6.40], [0.33, -6.02, -6.40], [1.43, -5.84, -5.00], [1.81, -5.21, -6.64], [-6.14, -1.24, -3.06], [-7.05, -1.16, -1.74], [-8.41, -0.98, -1.95], [-6.37, -0.39, -0.72], [-6.95, -2.60, -1.03], [-6.68, -0.48, -4.41], [-5.62, -0.69, -5.32], [-7.29, 0.79, -4.24], [-7.81, -1.38, -4.92], [-2.82, 3.14, 1.90], [-1.58, 3.50, 1.08], [-1.58, 2.68, -0.06], [-0.35, 3.79, 1.68], [-1.92, 4.99, 0.47], [-3.51, 3.88, 3.12], [-2.61, 4.09, 4.19], [-4.70, 3.19, 3.45], [-3.83, 5.31, 2.61], [3.81, -0.46, -3.28], [3.55, -1.94, -3.60], [2.18, -2.24, -3.49], [4.50, -2.88, -3.17], [3.83, -1.75, -5.19], [4.72, -0.08, -2.10], [4.72, -1.05, -1.05], [4.50, 1.30, -1.73], [6.11, -0.19, -2.82], [0.49, -4.39, -1.07], [-0.68, -3.45, -1.48], [-1.93, -4.09, -1.52], [-0.32, -2.57, -2.47], [-0.76, -2.53, -0.23], [0.36, -6.01, -1.27], [1.49, -6.57, -0.59], [0.13, -6.29, -2.65], [-0.83, -6.45, -0.43], [1.57, 2.74, -7.41], [1.71, 1.50, -8.30], [0.46, 1.33, -9.08], [2.37, 0.38, -7.65], [2.77, 1.91, -9.28], [0.28, 3.48, -6.99], [0.63, 4.51, -6.07], [-0.81, 2.60, -6.68], [-0.14, 4.33, -8.28], [1.47, -2.44, 6.41], [3.00, -2.51, 6.00], [3.40, -2.80, 4.63], [3.71, -3.23, 6.97], [3.42, -0.92, 6.10], [0.47, -2.02, 5.33], [1.01, -1.44, 4.15], [-0.72, -1.50, 5.88], [-0.15, -3.36, 4.84]], "mulliken_charge": [-1.90, 1.72, -1.84, -0.51, -0.09, 2.41, 1.31, -0.48, -1.17, -2.20, -1.97, 0.36, 0.38, 0.61, 0.37, 0.65, 0.39, 0.55, -0.45, 0.15, 0.18, -0.33, 0.39, 0.61, 0.36, 0.28, 0.53, 0.43, 0.52, -1.68, 1.49, -1.10, -0.68, -0.86, 2.52, 0.74, -0.14, -1.65, -1.54, -1.88, 0.47, 0.24, 0.48, 0.52, 0.36, 0.17, 0.51, 0.34, 0.32, 0.05, 0.01, 0.79, 0.21, 0.22, -0.21, 0.50, 0.41, 0.33, -1.60, -0.42, 0.35, -1.34, -0.17, -1.42, -0.93, -0.72, 0.12, -0.71, 0.39, 0.48, 0.43, 0.53, 0.44, 0.40, 0.55, 0.37, -0.06, 0.98, 0.29, 0.30, 0.23, 0.47, 0.62, 0.65, 0.27, -0.14, 0.30, 0.40, -0.70, 0.47, 0.49, -1.07, -0.15, -1.25, -0.24, -0.78, -0.35, -0.75, 0.14, 0.10, 0.16, 0.04, -0.38, 0.69, 0.40, 0.13, 0.22, 0.55, 0.32, 0.17, 0.49, 0.78, 0.03, 0.86, 0.16, 0.23, 0.29, 0.29, -0.89, 0.93, -2.13, -1.10, 1.79, -0.35, -1.15, 0.39, -0.79, -0.39, 0.45, -0.32, -1.04, -1.12, 0.44, 0.28, 0.21, 1.53, 0.39, 0.70, 0.83, 0.72, 0.51, 0.37, 0.40, 0.43, 0.33, 0.41, -0.22, 0.97, -0.61, -0.51, -0.31, 1.01, -0.59, -0.61, -0.20, 0.10, 0.84, -0.51, -0.51, -0.44, 0.52, -0.37, -0.53, -0.21, -0.36, 0.67, -0.07, -0.59, -0.34, 0.61, -0.49, -0.49, -0.29, 0.11, 0.82, -0.82, -0.36, -0.16, 0.82, -0.53, -0.56, -0.18, -0.27, 0.99, -0.64, -0.53, -0.20, 0.86, -0.50, -0.46, -0.32, -0.71, 1.09, -0.56, -0.63, -0.27, 1.09, -0.06, -0.60, -0.33], "lumo_energy_ha": -0.0848, "e_tot_ha": -10546.8390, "homo_energy_ev": -9.7551, "total_charge": 0, "gap_ev": 7.447}